[1]
{"formula": "C3H4S", "method": "ωB97M-V with the def2-TZVPD basis set", "species": ["C", "C", "C", "S", "H", "H", "H", "H"], "xyz": [[0.25820, 0.00391, 0.03628], [-0.78065, -1.08638, 0.03201], [-0.78824, 1.07259, -0.04209], [-2.10672, -0.00232, -0.00707], [0.84609, 0.26445, 0.94372], [0.63184, -0.10750, -0.99272], [-0.63424, -2.07176, -0.25531], [-0.66413, 2.05501, 0.55853]], "lumo_energy_ev": [0.38, 0.34], "de_lowest_kj_mol": 248.7, "gap_ev": [7.983, 7.894]}



[2]
{"formula": "C3H4S2", "method": "ωB97M-V with the def2-TZVPD basis set", "species": ["C", "S", "C", "S", "C", "H", "H", "H", "H"], "xyz": [[0.84501, 0.17289, 0.70786], [0.62624, -1.64742, 0.25021], [-0.69500, -0.86784, -0.70306], [-1.88211, 0.11892, 0.22149], [-0.19784, 0.84164, -0.14610], [1.81888, 0.47981, 0.44055], [0.67877, 0.35042, 1.83610], [-0.86338, -1.09674, -1.79413], [-0.33057, 1.64833, -0.81292]], "smiles": "C1S[C@H]2S[C@@H]12", "lumo_energy_ev": 0.38, "de_lowest_kj_mol": 214.2, "gap_ev": 8.952}



[3]
{"formula": "C3H4S2", "method": "ωB97M-V with the def2-TZVPD basis set", "species": ["C", "C", "C", "H", "H", "H", "H", "S", "S"], "xyz": [[1.05823, -0.15360, 0.56866], [-0.04785, 0.54479, -0.17986], [-1.13638, -0.53151, -0.20477], [1.00536, -0.03835, 1.71035], [-0.37530, 1.58400, 0.17478], [0.03585, 0.85034, -1.38508], [-0.31615, -1.74577, -0.38162], [2.55798, -0.28700, -0.23384], [-2.78174, -0.22291, -0.06862]], "lumo_energy_ev": -1.47, "de_lowest_kj_mol": 361.6, "gap_ev": 7.438}



[4]
{"formula": "C3H4S2", "method": "ωB97M-V with the def2-TZVPD basis set", "species": ["C", "C", "C", "S", "S", "H", "H", "H", "H"], "xyz": [[0.88131, -0.95242, 0.02120], [-1.41642, 0.69629, 0.08389], [-0.04220, 0.37465, 0.00271], [2.65651, -0.71072, -0.28327], [-0.04698, 2.03102, -0.22193], [0.82212, -1.29889, 1.08070], [-1.98827, 0.76209, -0.79462], [-1.75822, 0.71456, 1.03473], [0.89216, -1.61659, -0.92341]], "lumo_energy_ev": [-1.80, 0.24], "de_lowest_kj_mol": 414.1, "gap_ev": [5.330, 9.395]}